Entry 1:
85
Properties=species:S:1:pos:R:3:mulliken_charge:R:1 method="wB97M-V/def2-TZVPD" spin_multiplicity=11 de_lowest_kj_mol=947.3 homo_ev="-9.48 / -9.41" homo_lumo_gap_ev="6.358 / 5.902" largest_force_ev_per_a=6.7 total_charge=+1 energy_ev=-119955.977
Mn 25.0977 32.0975 -30.1306 1.495
Mn 27.3556 27.6748 -29.0624 0.932
P 26.8473 30.7951 -28.1036 0.499
O 26.2429 29.9963 -29.3013 -0.708
O 25.5044 31.4080 -27.6741 -0.601
O 27.4804 31.8367 -28.9852 -0.539
O 27.5783 29.6315 -27.4613 -0.517
C 19.9301 27.7175 -31.8112 -0.682
O 20.3660 29.0867 -31.9778 -0.366
C 21.3480 29.6926 -31.1359 -0.314
C 21.6783 31.0912 -31.5990 -0.803
N 22.2930 31.9724 -30.6701 0.131
C 21.8940 33.4073 -30.9455 -0.949
C 22.7406 34.3923 -29.9992 -0.659
O 24.1290 34.1056 -30.2298 -0.360
C 24.9335 34.9720 -29.3468 -0.866
H 19.2372 27.4288 -32.6016 0.247
H 19.5117 27.6431 -30.8075 0.295
H 20.7518 27.0182 -31.9659 0.275
H 22.2160 29.0348 -31.1792 0.273
H 21.1921 29.6439 -30.0582 0.276
H 20.8586 31.6335 -32.0701 0.379
H 22.4468 31.1320 -32.3710 0.346
H 21.8756 31.7954 -29.7676 0.051
H 20.8257 33.5447 -30.7786 0.524
H 22.0480 33.7212 -31.9779 0.514
H 22.4609 34.2814 -28.9516 0.425
H 22.5899 35.4153 -30.3442 0.361
H 25.9922 34.7897 -29.5311 0.323
H 24.8322 34.6179 -28.3208 0.343
H 24.7748 36.0448 -29.4559 0.344
C 29.7802 28.5958 -30.6728 -0.523
O 29.4863 27.7124 -29.5902 -0.286
C 30.5443 27.0496 -28.8976 -0.688
C 30.0171 26.3128 -27.7080 -0.362
N 28.7624 25.6876 -27.9580 -0.370
C 27.9794 25.5031 -26.7000 -0.626
C 26.5375 25.1279 -27.1229 -0.624
O 25.9945 26.3332 -27.6896 -0.161
C 24.5787 26.3152 -27.5174 -0.927
H 28.8169 28.9851 -31.0026 0.087
H 30.2583 28.0099 -31.4578 0.353
H 30.4857 29.3504 -30.3250 0.302
H 31.2517 27.7755 -28.4964 0.430
H 31.1687 26.3260 -29.4216 0.369
H 30.0177 27.1400 -26.9982 0.076
H 30.5687 25.4285 -27.3889 0.501
H 29.0904 24.7399 -28.0783 0.309
H 27.8364 26.3958 -26.0911 0.255
H 28.5851 24.7279 -26.2307 0.517
H 25.9241 24.7508 -26.3046 0.472
H 26.5816 24.4584 -27.9820 0.332
H 24.2290 26.4849 -26.4991 0.327
H 24.2150 25.3382 -27.8356 0.415
H 24.0760 27.0712 -28.1206 0.239
C 31.1527 33.4705 -27.9065 -0.458
O 30.4963 33.8502 -29.1000 -0.554
H 30.4634 32.9073 -27.2775 0.191
H 31.9693 32.8876 -28.3326 0.210
H 31.5191 34.3330 -27.3498 0.242
H 29.7497 33.2587 -29.2193 0.329
C 20.8161 30.4985 -26.1199 -0.688
O 21.5166 31.3255 -27.0321 -0.397
H 21.1412 29.4728 -25.9454 0.257
H 20.8742 30.9540 -25.1313 0.310
H 19.7718 30.4803 -26.4317 0.264
H 22.4251 31.2260 -26.7383 0.251
C 24.7224 31.6854 -23.1533 -0.632
O 24.2103 30.7994 -24.1182 -0.485
H 25.1857 31.1341 -22.3350 0.236
H 25.5647 32.1992 -23.6166 0.296
H 23.9536 32.3847 -22.8246 0.238
H 24.4593 31.1493 -24.9768 0.308
C 27.2300 33.0456 -32.9503 -0.621
O 26.1431 32.1662 -32.7473 -0.431
H 27.3085 33.8695 -32.2409 0.247
H 28.1587 32.4753 -32.9290 0.268
H 27.2043 33.5000 -33.9407 0.326
H 26.1941 31.5816 -33.5071 0.240
C 29.9762 29.2514 -23.5823 -0.518
O 30.1446 30.1644 -24.6662 -0.490
H 28.9067 29.1913 -23.3809 0.229
H 30.3642 28.2366 -23.6708 0.222
H 30.6127 29.7613 -22.8592 0.239
H 29.5636 29.9738 -25.4063 0.284

---

Entry 2:
78
Properties=species:S:1:pos:R:3:mulliken_charge:R:1 method="wB97M-V/def2-TZVPD" de_lowest_kj_mol=0.8 homo_ev=-9.18 smiles="CC(C)=O.CC(C)=O.CC(C)=O.CO.CO.CO.CO.CO.CO.CO.CO" homo_lumo_gap_ev=9.408 largest_force_ev_per_a=3.4 energy_ev=-40958.396
C -3.1015 -2.5830 -1.5043 -0.456
C -2.3735 -2.6889 -2.8638 0.457
C -0.9563 -2.0804 -2.8155 -0.131
O -2.8164 -3.1000 -3.8791 -0.562
H -2.4654 -3.1366 -0.7884 -0.116
H -4.1268 -2.9553 -1.5618 0.416
H -3.0640 -1.5685 -1.1198 0.143
H -0.3351 -2.5381 -2.0408 0.022
H -0.9878 -1.0064 -2.5948 -0.254
H -0.5264 -2.2091 -3.8055 0.438
C 0.2130 4.1840 -5.3006 -0.858
C 1.3106 4.5324 -4.3126 0.536
C 1.6977 3.4525 -3.2886 -0.485
O 1.9129 5.5847 -4.3660 -0.586
H -0.1697 5.1297 -5.6807 0.356
H -0.5220 3.5358 -4.8193 0.154
H 0.6569 3.6734 -6.1596 0.268
H 1.8586 2.4817 -3.7690 0.347
H 0.9246 3.3205 -2.5194 0.050
H 2.6129 3.7865 -2.8140 0.271
C 1.2893 -3.8510 2.4135 -0.973
C 0.2901 -3.8845 1.2767 0.720
C -0.0451 -5.3007 0.8331 -1.430
O -0.2015 -2.8909 0.7951 -0.082
H 1.2854 -2.8245 2.7842 -0.036
H 2.2947 -4.0668 2.0501 0.374
H 1.0296 -4.5487 3.2052 0.459
H -0.6479 -5.2075 -0.0723 0.289
H -0.6014 -5.8060 1.6132 0.376
H 0.8757 -5.8238 0.6061 0.399
C 2.6805 -0.4767 3.0351 -0.108
O 1.7244 -0.7943 4.0215 -0.510
H 2.2312 -0.6624 2.0677 -0.408
H 3.0003 0.5808 3.0798 0.367
H 3.5944 -1.1126 3.1019 0.383
H 2.0646 -0.6067 4.8941 0.264
C 3.4664 3.0276 0.4946 -0.641
O 2.8494 2.0112 -0.3287 -0.288
H 4.4076 2.6181 0.8912 0.327
H 3.7194 3.9102 -0.1251 0.279
H 2.7457 3.3396 1.2329 0.115
H 3.6247 1.6209 -0.7343 0.206
C 0.5255 2.4733 3.4816 -0.383
O -0.2035 3.6428 3.0454 -0.534
H -0.1342 1.8759 4.1338 0.235
H 0.8834 1.9022 2.6103 -0.006
H 1.3934 2.7526 4.0910 0.414
H 0.3469 4.2024 2.5054 0.291
C -2.9481 1.5276 3.7962 -0.086
O -2.3744 0.8427 4.8782 -0.511
H -3.8174 0.9722 3.4085 0.194
H -3.2475 2.5213 4.1178 0.276
H -2.2626 1.5933 2.9531 -0.166
H -1.6940 0.2684 4.5113 0.299
C -2.3354 1.8067 -3.2222 -0.609
O -1.0721 1.3482 -3.6819 -0.522
H -2.9615 1.8016 -4.0939 0.304
H -2.8088 1.1799 -2.4779 0.234
H -2.2680 2.7889 -2.7648 0.260
H -0.4649 1.2809 -2.9189 0.221
C 2.8185 -1.8059 -0.5241 0.300
O 4.1003 -1.7794 -1.1246 -0.599
H 2.7640 -1.1860 0.3592 -0.319
H 1.9861 -1.6042 -1.2310 0.030
H 2.6422 -2.8044 -0.1284 0.253
H 4.1557 -2.1333 -2.0126 0.316
C -3.3419 -2.1208 1.9027 -0.317
O -4.3141 -1.1927 1.3280 -0.526
H -3.3357 -2.0516 2.9998 0.405
H -3.6567 -3.1620 1.6585 0.364
H -2.3592 -1.9280 1.5051 -0.195
H -5.2001 -1.4100 1.6328 0.271
C -0.7024 0.4121 -0.1721 0.334
O 0.1869 1.0316 -1.1115 -0.177
H -1.4705 -0.0707 -0.7644 -0.554
H -0.2112 -0.3505 0.4266 0.011
H -1.1039 1.2077 0.4525 0.326
H 1.0652 1.1009 -0.7015 0.072

---

Entry 3:
86
Properties=species:S:1:pos:R:3:mulliken_charge:R:1 method="wB97M-V/def2-TZVPD" de_lowest_kj_mol=890.9 homo_ev=-8.80 smiles="NC(N)=O.NC(N)=O.NC(N)=O.NC(N)=O.CC(C)O.CC(C)O.CC(C)O.CC(C)O.CO" homo_lumo_gap_ev=8.819 largest_force_ev_per_a=10.6 energy_ev=-48816.344
N 0.6485 -3.5043 -1.0929 -0.020
C 0.8855 -4.7423 -1.3139 0.560
N 0.5945 -5.0613 -2.6029 -0.336
O 1.1325 -5.6853 -0.4059 -0.773
H 0.6525 -3.3093 -0.0669 -0.114
H 0.4475 -2.6553 -1.6469 0.403
H 0.7995 -5.9363 -3.0639 0.218
H 0.3775 -4.3273 -3.1899 0.156
N -2.5175 -1.5663 -2.6749 0.068
C -1.3455 -1.1043 -3.0059 0.196
N -1.2645 0.1347 -3.4169 -0.422
O -0.2645 -1.8593 -2.8769 -0.820
H -2.6295 -2.5693 -2.4089 0.179
H -3.3785 -1.0233 -2.5349 0.378
H -0.3485 0.5097 -3.7069 0.230
H -2.0995 0.6737 -3.7119 0.285
N -4.5355 1.3147 0.2131 -0.336
C -3.9355 0.6647 -0.7889 0.682
N -2.6445 0.9627 -0.9469 0.497
O -4.6935 -0.1433 -1.6719 -0.819
H -5.4935 1.4497 0.3691 0.250
H -4.0115 1.9237 0.8341 0.132
H -2.1915 0.5877 -1.7889 -0.423
H -2.1115 1.5027 -0.3329 -0.109
N 3.1825 -2.0523 -1.4209 0.103
C 3.3665 -1.0813 -2.2509 0.330
N 2.3075 -0.4863 -2.6629 0.104
O 4.6135 -0.6413 -2.7299 -0.814
H 3.9335 -2.5953 -1.0039 0.276
H 2.2765 -2.4693 -1.0549 -0.106
H 2.4345 0.0737 -3.4789 0.379
H 1.3805 -0.7873 -2.5089 -0.246
C -1.5965 -2.0133 0.6931 -1.130
C -0.3785 -1.0793 0.8441 3.385
C -0.5475 -0.2023 2.0871 -1.196
O 0.7125 -1.6323 0.9241 -0.611
H -2.0245 -2.4613 1.5641 0.497
H -1.5585 -2.8063 -0.1189 -0.029
H -2.3605 -1.4103 0.2791 0.154
H -0.3515 -0.3473 0.0531 -1.318
H -0.3315 -0.6003 3.0161 0.562
H -1.5775 0.1627 2.1711 0.342
H 0.0975 0.6897 1.9671 -0.297
H 1.4135 -1.0373 0.7941 -0.252
C 0.2215 2.6667 -0.1369 -1.696
C 0.5025 2.3657 -1.5499 3.035
C -0.4915 3.0997 -2.4329 -1.644
O 1.7025 2.4827 -1.9189 -0.631
H 0.5855 3.6367 0.0931 0.422
H 0.8745 2.0837 0.4611 -0.312
H -0.7895 2.5007 0.1401 0.712
H 0.3165 1.2837 -1.6989 -1.284
H -0.4725 2.6837 -3.4569 0.458
H -0.2235 4.1827 -2.4429 0.341
H -1.5595 3.0437 -2.0719 0.271
H 1.9195 1.9547 -2.7019 0.465
C -0.4305 5.8067 4.5901 -1.598
C 0.3325 4.8237 3.7721 0.558
C 0.1575 3.3587 4.2101 -0.459
O -0.1195 4.7717 2.5951 -0.505
H -0.0625 6.8407 4.3711 0.326
H -0.3245 5.6317 5.6461 0.389
H -1.4755 5.7047 4.4301 0.399
H 1.4115 5.1057 3.6611 0.335
H 0.5035 2.6377 3.4711 -0.415
H -0.9955 3.2077 4.4301 0.287
H 0.7135 3.2257 5.1881 0.336
H 0.5555 4.8777 1.8981 0.330
C 2.5875 1.0727 3.2411 -1.263
C 3.2075 0.1847 2.1801 0.413
C 3.2895 -1.3183 2.3811 -1.369
O 2.6455 0.2857 1.0421 -0.495
H 1.6705 0.6557 3.5781 0.190
H 2.4485 2.0927 2.8121 0.202
H 3.3075 1.1977 4.0171 0.505
H 4.1925 0.5487 1.9691 0.658
H 2.4225 -1.7823 2.9001 0.237
H 4.1425 -1.5473 2.9111 0.575
H 3.4365 -1.9093 1.4101 0.128
H 3.0295 1.0407 0.5471 0.322
C -3.0045 -5.5383 -2.5419 -0.788
O -2.3025 -4.3303 -2.3029 -0.653
H -2.8095 -5.7813 -3.7209 0.232
H -4.0785 -5.4623 -2.4119 0.316
H -2.7085 -6.4123 -1.8719 0.258
H -1.3895 -4.4333 -2.0149 0.218

---

Entry 4:
91
Properties=species:S:1:pos:R:3:mulliken_charge:R:1 method="wB97M-V/def2-TZVPD" spin_multiplicity=3 homo_ev="-2.62 / -3.59" homo_lumo_gap_ev="6.085 / 7.051" largest_force_ev_per_a=4.4 total_charge=-2 energy_ev=-317394.726
V -1.6502 0.3752 -2.5266 -0.511
B -0.0297 -0.7135 -1.2374 1.629
H 0.7086 -1.5100 -1.3236 -0.367
H 0.2348 0.1258 -1.8710 -0.792
H -0.9973 -1.1154 -1.5152 0.233
H 0.0972 -0.2569 -0.2563 -1.159
B -0.7076 2.2169 -3.8204 1.284
H -0.0832 1.4171 -3.4390 -0.736
H -1.7473 2.0409 -3.5686 -0.067
H -0.2976 3.1316 -3.3957 -0.268
H -0.4897 2.2812 -4.8859 -0.274
B -1.8115 1.8244 -0.8207 2.324
H -2.4842 2.4933 -1.3549 -0.497
H -1.5749 2.2874 0.1353 -0.823
H -2.2327 0.8375 -0.6688 -0.745
H -0.8836 1.6681 -1.3581 -1.300
B -3.8857 0.1319 -2.2508 1.714
H -4.8302 -0.2969 -2.5836 -0.222
H -4.1642 0.8105 -1.4467 -0.419
H -3.1983 -0.6260 -1.8917 -0.238
H -3.3837 0.6083 -3.0856 0.046
B -1.5476 -0.8778 -4.2780 0.805
H -1.4896 -1.4417 -5.2076 -0.216
H -2.0663 -1.4217 -3.4969 -0.070
H -0.5375 -0.7158 -3.9199 -0.556
H -2.0404 0.0626 -4.4945 -0.016
C -0.6263 -4.2229 -2.2688 0.128
Br 1.1259 -4.6420 -1.4870 -0.058
Br -1.8615 -3.5681 -0.8689 0.033
Br -1.2304 -5.7325 -3.2922 -0.082
H -0.5351 -3.4105 -2.9890 0.009
C 3.3738 1.0915 -1.7135 0.513
C 3.2800 0.5481 -3.1667 -0.108
C 3.4175 1.6605 -4.2142 -0.879
S 3.1111 3.2195 -3.3314 1.101
O 1.9559 3.9830 -3.8227 -0.597
O 4.3605 3.9281 -3.2183 -0.758
C 2.7464 2.5132 -1.6925 -0.419
H 4.4299 1.1214 -1.4443 0.555
H 2.8063 0.4720 -1.0194 -0.863
H 2.2575 0.2017 -3.3203 -0.471
H 3.9339 -0.2927 -3.3972 0.570
H 2.6207 1.5680 -4.9521 0.449
H 4.3623 1.6286 -4.7564 0.403
H 1.6777 2.3080 -1.7566 -0.275
H 3.0799 3.2573 -0.9704 0.550
C 1.7421 -2.8157 1.8206 -0.194
C 2.0345 -2.2706 3.2260 -0.023
C 3.4641 -2.6098 3.4355 -0.922
S 4.2661 -2.0256 1.8936 1.092
O 5.1523 -3.0620 1.4131 -0.705
O 4.7002 -0.6343 1.9089 -0.657
C 2.6794 -2.0841 0.8773 0.035
H 0.7416 -2.6359 1.4263 -0.333
H 1.9028 -3.8892 1.7180 0.409
H 1.3629 -2.6250 4.0079 0.419
H 1.8494 -1.1959 3.2276 -0.064
H 3.6538 -3.6797 3.5239 0.408
H 3.9170 -2.2030 4.3399 0.456
H 2.8512 -2.5046 -0.1133 0.596
H 2.4245 -1.0363 0.7184 -0.631
C -4.2088 -1.1503 2.0964 -0.705
C -4.6190 -2.3384 2.9961 -0.619
C -3.7406 -2.1924 4.2220 -0.811
S -2.0392 -1.6920 3.6846 1.162
O -1.1648 -2.8784 3.6300 -0.670
O -1.6602 -0.4503 4.3708 -0.673
C -2.6366 -1.2425 1.9691 0.600
H -4.5797 -0.2378 2.5640 0.340
H -4.7375 -1.1478 1.1432 0.365
H -4.5349 -3.3294 2.5490 0.274
H -5.6963 -2.2853 3.1555 0.384
H -3.7100 -3.0873 4.8428 0.399
H -4.0492 -1.2804 4.7333 0.341
H -2.4322 -2.1660 1.4252 -0.436
H -2.1384 -0.3255 1.6552 -0.227
C 1.5118 2.4619 1.9366 -0.284
C 0.5543 1.5073 2.6806 0.813
C -0.6327 2.1952 3.3990 -0.831
S -0.5486 3.9804 2.8180 1.011
O -0.7128 4.8436 3.9519 -0.738
O -1.3444 4.1486 1.6096 -0.532
C 1.2555 3.8996 2.4182 -1.011
H 1.1642 2.4840 0.9033 -0.252
H 2.5590 2.1604 1.9425 0.546
H 0.9718 0.8634 3.4558 0.195
H 0.1099 0.7170 2.0751 -0.765
H -0.7146 2.2278 4.4852 0.519
H -1.6068 1.8005 3.1110 0.264
H 1.8859 4.1362 3.2760 0.395
H 1.5599 4.6797 1.7203 0.502

---

Entry 5:
88
Properties=species:S:1:pos:R:3:mulliken_charge:R:1 method="wB97M-V/def2-TZVPD" homo_ev=-11.33 homo_lumo_gap_ev=7.839 largest_force_ev_per_a=4.9 total_charge=+1 energy_ev=-56895.857
F 2.5544 -1.7626 -0.6676 -0.239
C 1.3683 -1.1528 -1.0865 0.422
F 0.6379 -0.8112 0.0632 -0.248
C 0.3873 -2.1635 -1.8980 0.904
F 0.6713 -2.2458 -3.2701 -0.238
F 0.3805 -3.4326 -1.3430 -0.329
C -1.0594 -1.5480 -1.7287 -0.033
C -2.1989 -2.1710 -1.1047 -0.896
N -3.1615 -1.1311 -1.2473 0.049
C -2.6420 -0.0183 -1.8486 -0.295
N -1.3122 -0.2399 -2.1844 0.230
H 1.5389 -0.2749 -1.7668 0.181
H -2.2671 -3.1897 -0.6687 0.443
H -4.1279 -1.1882 -0.9247 0.262
H -3.1513 0.9563 -2.0897 0.652
H -0.6557 0.3868 -2.6577 0.195
C -5.6533 2.8934 -1.9978 -0.594
O -4.2586 2.6618 -2.1641 -0.527
H -6.2034 2.2020 -2.6346 0.317
H -5.9299 2.7252 -0.9548 0.199
H -5.8892 3.9188 -2.2875 0.237
H -3.7969 3.2887 -1.5887 0.283
C 3.7559 -4.1127 -3.1946 -0.253
O 4.6500 -3.1318 -2.7097 -0.547
H 4.2949 -4.7930 -3.8517 0.302
H 3.3342 -4.6761 -2.3587 0.270
H 2.9569 -3.6193 -3.7583 -0.016
H 4.1290 -2.5506 -2.1448 0.264
C -4.8784 4.6255 1.3172 -0.260
O -4.4738 5.3080 0.1321 -0.502
H -3.9908 4.2510 1.8257 0.015
H -5.4088 5.3138 1.9783 0.325
H -5.5277 3.7846 1.0592 0.177
H -5.2738 5.6304 -0.2988 0.292
C -0.3241 2.8720 -0.0881 -0.739
O -1.3379 1.8749 -0.1632 -0.398
H -0.7884 3.8383 0.1026 0.334
H 0.3644 2.6348 0.7265 0.352
H 0.2170 2.9083 -1.0367 0.228
H -0.8890 1.0403 -0.3328 0.155
C -1.3176 4.0408 3.6527 -0.453
O -1.9026 2.7519 3.4836 -0.526
H -1.7839 4.5302 4.5058 0.153
H -0.2453 3.9366 3.8378 0.283
H -1.4865 4.6421 2.7543 0.251
H -1.4742 2.3402 2.7245 0.284
C -2.8823 5.8540 7.5284 -0.556
O -1.7261 5.7928 6.7050 -0.480
H -3.3888 6.8016 7.3497 0.237
H -3.5585 5.0312 7.2813 0.261
H -2.5929 5.7927 8.5804 0.252
H -1.2962 4.9465 6.8821 0.337
C 1.4681 -6.7299 -4.0891 -0.381
O 2.0886 -7.0114 -2.8431 -0.467
H 2.0650 -7.1680 -4.8881 0.135
H 0.4657 -7.1653 -4.1055 0.348
H 1.4090 -5.6472 -4.2334 0.082
H 1.5406 -6.6132 -2.1577 0.270
C 0.3799 1.8446 7.5858 -0.611
O -0.1091 3.1195 7.1708 -0.498
H -0.4672 1.1751 7.7271 0.283
H 1.0375 1.4365 6.8231 0.212
H 0.9211 1.9465 8.5285 0.271
H 0.6550 3.6955 7.0518 0.271
C 2.4225 -1.3174 8.4623 -0.561
O 2.2635 -0.2408 7.5439 -0.436
H 1.9744 -1.0334 9.4131 0.218
H 1.9209 -2.2095 8.0793 0.258
H 3.4848 -1.5244 8.6119 0.264
H 2.6666 -0.5145 6.7121 0.265
C 1.8181 -0.8601 -6.5914 -0.589
O 1.9630 -0.3536 -5.2671 -0.419
H 2.4083 -0.2440 -7.2669 0.229
H 2.1784 -1.8904 -6.6354 0.243
H 0.7682 -0.8205 -6.8915 0.275
H 1.4334 -0.9131 -4.6881 0.291
C 4.1226 -9.1923 -6.1908 -0.505
O 3.8119 -9.9183 -5.0107 -0.497
H 4.7848 -9.7956 -6.8094 0.258
H 3.2037 -8.9797 -6.7449 0.232
H 4.6258 -8.2580 -5.9261 0.216
H 3.2263 -9.3646 -4.4812 0.299
C 2.8982 3.5308 -2.3948 -0.642
O 2.3123 2.2417 -2.5659 -0.399
H 2.4315 4.0162 -1.5390 0.184
H 3.9695 3.4290 -2.2115 0.293
H 2.7299 4.1353 -3.2883 0.326
H 2.7411 1.8319 -3.3284 0.265